(1)
Here is a molecular structure, C42H43Cr2N8O4 at a distorted geometry from OMol25. Energies are from ωB97M-V with the def2-TZVPD basis set.

Results
frontier orbital gap (spin up / spin down) = 5.66 / 6.99 eV
spin multiplicity = 9
lowest unoccupied orbital energy (spin up / spin down) = -2.350 / -2.476 eV
total charge = +1
⟨S²⟩ = 20.0254
max |F| = 8.033 eV Å⁻¹
DFT total energy = -4453.97042 hartree

```
99
Properties=species:S:1:pos:R:3:lowdin_spin:R:1
C -3.232 -18.026 -7.499 0.01
N -4.233 -24.179 -4.672 0.01
C -4.101 -23.729 -3.392 0.00
C 1.903 -17.529 -7.202 0.00
C -2.366 -25.607 -4.372 0.00
H -4.777 -22.981 -3.007 0.00
N -7.206 -23.108 -5.017 0.00
H -6.015 -19.131 -6.732 0.00
C -9.614 -23.437 -3.718 0.01
Cr -5.396 -22.754 -6.267 3.89
C -2.088 -25.057 -3.074 0.00
C -3.406 -25.172 -5.131 0.01
C -6.977 -18.909 -8.570 0.00
C -4.299 -15.605 1.860 0.00
C -3.992 -20.912 -0.369 0.00
C -5.678 -14.019 0.693 0.00
H -0.545 -21.203 -0.471 0.00
C -7.852 -21.539 -8.019 0.01
C -3.048 -24.135 -2.537 0.00
N -1.814 -17.970 -3.593 0.04
H -4.894 -20.960 0.223 0.00
N -4.285 -16.439 0.808 0.00
H -3.455 -16.116 -4.813 0.00
H 0.650 -15.464 -1.886 0.00
H 1.554 -17.325 -10.500 0.00
C 0.059 -18.834 -7.896 0.00
O -2.331 -20.502 -5.847 0.03
H -4.919 -16.862 -1.019 0.00
C -3.216 -21.313 -6.042 0.02
C -0.487 -17.957 -3.914 0.01
C -1.894 -20.806 -2.084 0.01
C -7.904 -24.261 -5.139 0.01
C -4.117 -20.688 -1.710 0.01
C -4.869 -14.359 1.865 0.00
H -7.205 -21.224 -4.333 0.00
H -7.087 -17.676 -4.467 0.00
C -7.885 -19.532 -9.412 0.00
H -2.887 -23.641 -1.590 0.00
O -4.264 -21.186 -5.292 0.07
H -10.647 -23.431 -3.402 0.00
H -7.641 -25.045 -5.833 0.00
C -6.699 -19.634 -7.400 0.00
H -0.291 -18.537 -4.804 0.00
N -6.942 -20.960 -7.175 0.02
C -3.404 -17.097 -8.528 0.00
H 2.578 -17.246 -6.408 0.00
C -3.613 -15.756 -8.224 0.01
Cr -3.312 -19.222 -4.506 3.71
C -7.766 -22.147 -4.317 0.01
H -3.296 -17.302 -9.583 0.00
C 1.303 -17.632 -9.495 0.00
C -5.685 -14.897 -0.451 0.00
H -6.375 -13.196 0.649 0.00
H -9.783 -25.264 -4.457 0.00
H -8.267 -18.948 -10.236 0.00
C -3.611 -15.411 -6.878 0.00
C 2.112 -17.110 -8.461 0.00
H -5.176 -20.724 -1.919 0.00
H -3.685 -15.814 2.723 0.00
H -6.282 -14.734 -1.336 0.00
N 0.847 -18.381 -6.901 0.00
H -3.498 -25.572 -6.130 0.00
C 0.026 -16.232 -2.320 0.01
H -3.885 -14.386 -6.677 0.00
C -2.647 -21.111 0.043 0.01
H -1.811 -26.422 -4.812 0.00
H -0.688 -19.586 -7.691 0.00
C 0.187 -18.408 -9.215 0.00
C -1.292 -16.280 -1.982 0.00
H 1.468 -17.109 -3.740 0.00
H -3.209 -17.172 -2.336 0.00
N -3.291 -17.698 -6.127 0.00
O -5.187 -18.398 -3.908 0.06
C 0.457 -17.127 -3.360 0.00
H 2.967 -16.477 -8.648 0.00
O -3.385 -22.115 -6.908 0.00
H -1.332 -25.389 -2.377 0.00
H -9.232 -21.155 -9.761 0.00
H -7.063 -19.115 -3.370 0.00
H -3.127 -19.089 -7.654 0.00
C -9.074 -24.450 -4.446 0.00
H -2.427 -21.142 1.100 0.00
H -4.861 -13.644 2.674 0.00
H -3.990 -15.083 -8.980 0.00
C -8.933 -22.244 -3.564 0.00
C -6.561 -18.194 -3.665 0.00
H -0.457 -18.846 -9.963 0.00
C -8.403 -20.823 -9.154 0.00
H -1.070 -20.710 -2.775 0.00
C -4.926 -16.042 -0.316 0.00
H -6.591 -17.940 -8.854 0.00
H -1.584 -15.621 -1.178 0.00
H -9.352 -21.359 -3.109 0.00
H -8.084 -22.571 -7.802 0.00
C -2.151 -17.116 -2.547 0.01
H -6.715 -17.567 -2.786 0.00
N -3.119 -20.488 -2.578 0.01
C -3.418 -16.375 -5.861 0.01
C -1.562 -21.129 -0.827 0.00
```



(2)
Here is a molecular structure, C12H27N2O3Se3TeV from OMol25. Energies are from ωB97M-V with the def2-TZVPD basis set.

Results
frontier orbital gap (spin up / spin down) = 6.23 / 6.56 eV
spin multiplicity = 3
lowest unoccupied orbital energy (spin up / spin down) = -6.927 / -7.061 eV
total charge = +2
⟨S²⟩ = 2.4078
max |F| = 0.886 eV Å⁻¹
DFT total energy = -9224.41731 hartree

```
49
Properties=species:S:1:pos:R:3:nbo_charge:R:1
H 2.712 -0.558 3.526 0.22
H -2.034 -4.870 -1.893 0.23
N -0.772 -4.149 -3.417 -0.33
O -2.485 -0.619 0.229 -0.56
H 0.807 -3.521 -4.672 0.24
C 0.935 -2.529 -2.703 -0.26
Se 1.300 -4.605 2.653 -0.21
C -0.522 -3.494 -1.057 -0.26
H -2.026 0.859 -1.063 0.20
H -1.001 -4.904 -4.059 0.45
C -1.672 -2.978 -3.702 -0.25
H -1.457 -2.638 -4.711 0.23
C -0.978 -4.632 -2.006 -0.25
C 0.627 1.963 2.945 -0.10
H -4.513 -0.917 0.550 0.19
C -2.586 0.740 -0.135 -0.09
H -2.701 -3.328 -3.666 0.24
C -1.972 1.641 0.901 -0.09
H -3.622 1.042 -0.309 0.21
C 2.032 0.212 3.861 -0.24
H 1.818 -2.710 -2.095 0.24
H -2.223 -1.779 -1.960 0.24
C 0.223 2.469 1.596 -0.10
H 1.117 -1.633 -3.294 0.23
C -3.559 -1.071 1.055 -0.26
O -0.531 1.437 0.904 -0.59
H 1.109 2.662 1.000 0.22
H -0.401 -5.544 -1.876 0.24
H -2.358 1.448 1.900 0.20
H -3.403 -2.130 1.235 0.21
H 1.302 -0.209 4.546 0.21
H 1.272 2.684 3.442 0.23
H -0.227 1.743 3.585 0.20
V 0.407 -0.480 1.348 0.78
H 1.282 -4.608 -3.362 0.23
Se -0.519 -1.845 2.725 -0.04
H -0.357 3.386 1.672 0.23
Te 3.245 -3.408 2.018 0.55
O 1.362 0.744 2.684 -0.56
H 2.588 1.014 4.339 0.21
H 0.359 -3.789 -0.489 0.24
C 0.665 -3.749 -3.619 -0.25
C -1.374 -1.900 -2.626 -0.26
H -3.572 -0.554 2.018 0.18
N -0.207 -2.279 -1.817 -0.41
Se 2.280 -1.559 0.559 -0.44
H -1.178 -0.944 -3.109 0.23
H -1.309 -3.264 -0.342 0.23
H -2.177 2.675 0.628 0.22
```